Density functional theory data (ωB97M-V/def2-TZVPD) for a cluster of 12 separate species, C44H58Cl4F30O20 in total in a non-equilibrium geometry.

Spin multiplicity: 1
DFT total energy: -219132.3958 eV
Strongest force on any atom: 5.3 eV/A
ΔE to the lowest compared entry with this formula, charge and spin: 422.8 kJ/mol
Structure (SMILES): CCOC(=O)C(F)(F)F.CCOC(=O)C(F)(F)F.CCOC(=O)C(F)(F)F.CCOC(=O)C(F)(F)F.CCOC(=O)C(F)(F)F.CCOC(=O)C(F)(F)F.CCOC(=O)C(F)(F)F.CCOC(=O)C(F)(F)F.CCOC(=O)C(F)(F)F.CCOC(=O)C(F)(F)F.ClCCCl.ClCCCl
HOMO energy: -0.394 Eh

Last columns: bonded neighbours and bond lengths (Å).
CARTESIAN COORDINATES (ANGSTROEM)
1 Cl -0.36813 5.15708 -4.82167  C57 1.814
2 Cl -0.25688 5.31136 1.61257  C74 1.744
3 Cl -2.73392 3.60301 -6.24279  C80 1.795
4 Cl -0.50101 5.77856 5.92052  C65 1.772
5 F -2.13403 0.82367 -2.41985  C70 1.367
6 F 0.59829 -8.67385 2.03652  C91 1.293
7 F -4.70468 2.82198 3.34682  C87 1.431
8 F 2.78752 -1.54153 -2.21850  C68 1.277
9 F -2.30541 -1.06505 -1.39824  C70 1.334
10 F 2.09401 -2.50616 8.18674  C69 1.348
11 F -0.39431 2.11037 -9.65303  C56 1.342
12 F 4.67181 5.15587 1.72262  C86 1.324
13 F -0.57243 -8.65963 0.16921  C91 1.333
14 F 1.14876 0.38081 5.45287  C95 1.374
15 F -2.61775 2.12738 2.98410  C87 1.305
16 F -0.80306 -0.82793 -2.87827  C70 1.356
17 F 2.49059 1.87593 4.58787  C95 1.310
18 F 1.62978 -3.98189 -3.10717  C82 1.356
19 F 0.78710 2.60841 5.61563  C95 1.348
20 F 3.78064 5.60767 -7.41180  C63 1.278
21 F -1.55486 -8.83945 2.02614  C91 1.315
22 F 2.35783 -3.45658 -5.16277  C82 1.354
23 F 0.76359 -3.36504 9.69872  C69 1.311
24 F 3.00695 5.38588 3.10195  C86 1.359
25 F 0.45157 -1.34442 8.95186  C69 1.296
26 F 2.15629 -2.27590 -0.32693  C68 1.309
27 F 3.33160 5.48965 -5.33858  C63 1.311
28 F 4.30950 3.71954 3.36657  C86 1.308
29 F -4.01919 0.89587 4.08261  C87 1.307
30 F 3.85844 -2.97381 -1.18766  C68 1.287
31 F -2.19890 3.11662 -10.36790  C56 1.334
32 F 0.79227 -2.26380 -4.19871  C82 1.321
33 F 1.81470 6.03784 -6.67902  C63 1.326
34 F -1.50694 1.30211 -11.30308  C56 1.322
35 O 4.93058 -0.21128 -0.96551  C78 1.199
36 O 2.62972 3.12318 -5.44381  C58 1.420, C67 1.433
37 O 2.26186 0.65525 7.82719  C81 1.397, C96 1.430
38 O 3.72957 -0.51946 0.87542  C78 1.343, C93 1.412
39 O -0.77945 -6.24473 2.66668  C73 1.242
40 O 2.98450 4.13112 0.23890  C72 1.348, C98 1.331
41 O -0.73532 0.13335 0.45104  C79 1.353, C94 1.417
42 O -4.21911 1.72822 0.69784  C89 1.240
43 O 2.10327 3.28126 -7.76657  C58 1.226
44 O -4.57250 -0.23090 1.84595  C66 1.396, C89 1.353
45 O -3.69686 1.08613 -9.29335  C88 1.216
46 O 0.08601 -4.50191 -6.19395  C64 1.205
47 O -1.78127 0.38671 -8.22782  C60 1.415, C88 1.382
48 O 0.20941 -4.05323 6.85323  C59 1.224
49 O -0.46335 -6.09258 0.45877  C73 1.300, C85 1.454
50 O 2.15144 2.75764 1.84660  C98 1.255
51 O 0.69283 0.73587 -1.20005  C79 1.207
52 O -1.03222 -2.18507 7.26516  C59 1.353, C90 1.433
53 O 3.11377 2.77048 7.32060  C81 1.264
54 O -0.24071 -5.36721 -4.12327  C64 1.357, C77 1.406
55 C -1.70964 -1.37285 -6.40342  C60 1.530, H130 1.089, H149 1.090, H154 1.091
56 C -1.62956 1.93084 -10.14620  F11 1.342, F31 1.334, F34 1.322, C88 1.538
57 C -1.64584 4.21959 -3.93943  Cl1 1.814, C80 1.496, H110 1.090, H141 1.090
58 C 2.48744 3.76034 -6.70525  O36 1.420, O43 1.226, C63 1.575
59 C -0.01423 -3.04301 7.50753  O48 1.224, O52 1.353, C69 1.527
60 C -2.41460 -0.21591 -7.11495  O47 1.415, C55 1.530, H124 1.090, H129 1.090
61 C -3.15053 -1.62000 6.29026  C90 1.554, H100 1.090, H119 1.090, H131 1.089
62 C 2.16264 4.38845 -2.03600  C72 1.530, H115 1.090, H135 1.090, H144 1.090
63 C 2.89271 5.27528 -6.55547  F20 1.278, F27 1.311, F33 1.326, C58 1.575
64 C 0.28402 -4.47935 -5.00590  O46 1.205, O54 1.357, C82 1.580
65 C 0.06342 5.79091 4.24125  Cl4 1.772, C74 1.532, H104 1.090, H146 1.089
66 C -4.69382 -1.05132 0.72283  O44 1.396, C97 1.525, H109 1.090, H152 1.090
67 C 2.49045 1.69953 -5.35212  O36 1.433, C84 1.599, H102 1.090, H107 1.090
68 C 3.17541 -1.89082 -1.05315  F8 1.277, F26 1.309, F30 1.287, C78 1.548
69 C 0.83850 -2.54990 8.67480  F10 1.348, F23 1.311, F25 1.296, C59 1.527
70 C -1.40952 -0.18511 -1.84919  F5 1.367, F9 1.334, F16 1.356, C79 1.526
71 C 4.32783 -0.00713 3.07208  C93 1.522, H122 1.090, H127 1.090, H139 1.090
72 C 2.22356 3.58935 -0.73245  O40 1.348, C62 1.530, H120 1.090, H128 1.091
73 C -0.54526 -6.76966 1.56556  O39 1.242, O49 1.300, C91 1.545
74 C -0.77412 4.98229 3.24536  Cl2 1.744, C65 1.532, H106 1.090, H125 1.090
75 C 0.13918 -0.52744 2.60624  C94 1.551, H114 1.091, H123 1.090, H138 1.089
76 C 2.36483 1.55686 10.16949  C96 1.532, H103 1.091, H117 1.089, H121 1.090
77 C -1.09818 -6.41678 -4.49685  O54 1.406, C92 1.498, H111 1.091, H151 1.090
78 C 4.06500 -0.81013 -0.39205  O35 1.199, O38 1.343, C68 1.548
79 C -0.38847 0.33608 -0.84129  O41 1.353, O51 1.207, C70 1.526
80 C -3.00089 4.20763 -4.57434  Cl3 1.795, C57 1.496, H105 1.089, H147 1.089
81 C 2.45338 1.74867 6.97843  O37 1.397, O53 1.264, C95 1.563
82 C 1.29713 -3.47857 -4.32109  F18 1.356, F22 1.354, F32 1.321, C64 1.580
83 C -1.85455 -4.52088 -0.52736  C85 1.507, H112 1.090, H116 1.090, H150 1.091
84 C 0.99040 1.23899 -5.04211  C67 1.599, H142 1.091, H145 1.090, H155 1.090
85 C -0.69982 -4.65860 0.43113  O49 1.454, C83 1.507, H134 1.090, H137 1.089
86 C 3.78646 4.48730 2.44583  F12 1.324, F24 1.359, F28 1.308, C98 1.518
87 C -3.85005 1.70722 3.07206  F7 1.431, F15 1.305, F29 1.307, C89 1.512
88 C -2.48834 1.11728 -9.16383  O45 1.216, O47 1.382, C56 1.538
89 C -4.24994 1.08008 1.75509  O42 1.240, O44 1.353, C87 1.512
90 C -1.79107 -2.33585 6.05897  O52 1.433, C61 1.554, H99 1.090, H113 1.090
91 C -0.49699 -8.30978 1.45289  F6 1.293, F13 1.333, F21 1.315, C73 1.545
92 C -2.51973 -6.15383 -4.10604  C77 1.498, H126 1.090, H143 1.090, H153 1.090
93 C 4.61406 0.30077 1.60891  O38 1.412, C71 1.522, H133 1.090, H140 1.090
94 C 0.15824 0.53405 1.47558  O41 1.417, C75 1.551, H108 1.090, H156 1.090
95 C 1.70898 1.62522 5.60909  F14 1.374, F17 1.310, F19 1.348, C81 1.563
96 C 2.93808 0.63680 9.08731  O37 1.430, C76 1.532, H101 1.091, H148 1.090
97 C -6.05857 -1.72945 0.78981  C66 1.525, H118 1.090, H132 1.090, H136 1.090
98 C 2.89626 3.70504 1.49711  O40 1.331, O50 1.255, C86 1.518
99 H -1.25679 -1.98195 5.17703  C90 1.090
100 H -3.61528 -1.60551 5.30406  C61 1.090
101 H 4.01870 0.76902 9.01580  C96 1.091
102 H 2.91124 1.25529 -6.25422  C67 1.090
103 H 1.99459 2.48043 9.72297  C76 1.091
104 H 0.11926 6.83087 3.91968  C65 1.090
105 H -3.71020 3.54288 -4.08291  C80 1.089
106 H -1.80489 5.26338 3.46007  C74 1.090
107 H 3.08306 1.27113 -4.54391  C67 1.090
108 H 1.14630 0.64336 1.02918  C94 1.090
109 H -3.88854 -1.78239 0.65453  C66 1.090
110 H -1.69377 4.66643 -2.94644  C57 1.090
111 H -0.61028 -7.24924 -3.98872  C77 1.091
112 H -1.55840 -4.90321 -1.50384  C83 1.090
113 H -1.97833 -3.38171 5.81444  C90 1.090
114 H 0.15922 -1.48291 2.08098  C75 1.091
115 H 1.75724 5.38852 -1.88437  C62 1.090
116 H -2.28799 -3.52210 -0.57778  C83 1.090
117 H 3.11487 1.88215 10.88959  C76 1.089
118 H -6.44490 -1.92501 -0.21050  C97 1.090
119 H -3.00277 -0.55862 6.49071  C61 1.090
120 H 1.20295 3.41562 -0.39025  C72 1.090
121 H 1.43248 1.18204 10.59207  C76 1.090
122 H 3.26618 0.10900 3.29042  C71 1.090
123 H -0.80849 -0.51973 3.14473  C75 1.090
124 H -2.64356 0.54248 -6.36569  C60 1.090
125 H -0.62007 3.91998 3.43307  C74 1.090
126 H -3.15314 -7.02176 -3.92105  C92 1.090
127 H 4.53426 -1.04737 3.32319  C71 1.090
128 H 2.60462 2.62251 -1.06412  C72 1.091
129 H -3.35508 -0.57943 -7.53029  C60 1.090
130 H -0.77622 -1.07642 -5.92656  C55 1.089
131 H -3.73806 -2.07969 7.08396  C61 1.089
132 H -6.79080 -1.15209 1.35357  C97 1.090
133 H 4.32395 1.30267 1.29240  C93 1.090
134 H 0.19933 -4.28622 -0.06009  C85 1.090
135 H 1.52970 3.77337 -2.67642  C62 1.090
136 H -5.97628 -2.71166 1.25577  C97 1.090
137 H -0.79409 -4.15436 1.39211  C85 1.089
138 H 1.01614 -0.43548 3.24527  C75 1.089
139 H 4.79866 0.71777 3.73597  C71 1.090
140 H 5.63706 0.04416 1.33457  C93 1.090
141 H -1.28784 3.19264 -3.86999  C57 1.090
142 H 0.19734 1.65806 -5.66289  C84 1.091
143 H -3.05289 -5.66402 -4.92152  C92 1.090
144 H 3.08717 4.39776 -2.61337  C62 1.090
145 H 0.78672 0.17894 -5.19304  C84 1.090
146 H 1.10271 5.50116 4.39163  C65 1.089
147 H -3.36803 5.20784 -4.80187  C80 1.089
148 H 3.08265 -0.37682 9.46252  C96 1.090
149 H -2.31283 -1.96167 -5.71275  C55 1.090
150 H -2.68872 -5.15163 -0.21802  C83 1.091
151 H -1.03210 -6.75519 -5.53113  C77 1.090
152 H -4.69368 -0.45072 -0.18683  C66 1.090
153 H -2.68153 -5.54496 -3.21671  C92 1.090
154 H -1.46695 -2.09291 -7.18587  C55 1.091
155 H 0.64525 1.47567 -4.03533  C84 1.090
156 H -0.06531 1.51002 1.90659  C94 1.090